Here is a molecular structure, C3H6NO3S at a distorted geometry from the OMol25 dataset. Energies are from ωB97M-V/def2-TZVPD.

Computed properties:
Total charge ... -1
Gap between HOMO and LUMO ... 7.219 eV
E_tot ... -21675.731 eV

Structure (XYZ):
```
14
Properties=species:S:1:pos:R:3:forces:R:3:nbo_charge:R:1
S 1.395337 0.278629 0.514275 -0.21 2.06 0.62 0.259
O 3.580719 -1.486048 -0.481134 -0.71 -0.13 -0.33 -0.612
O 3.973931 0.757705 -0.424310 0.70 1.27 -0.48 -0.606
O -2.094908 1.316203 -0.150968 0.65 0.09 -0.94 -0.795
N 0.124254 0.478914 -0.475407 -1.84 -1.21 0.18 -0.987
C -1.959573 -1.115092 -0.010028 2.56 2.50 -0.93 -0.639
C 3.491166 -0.307707 -0.433178 0.49 -0.76 0.71 0.957
C -1.137002 0.255721 0.234224 -0.73 0.77 0.95 0.247
H -1.032330 0.519807 1.367816 0.03 -1.19 -1.47 0.114
H -1.997827 -1.292895 -1.079696 -0.10 0.00 -0.14 0.201
H 1.649812 1.701572 0.831858 0.37 -1.82 -0.15 0.013
H -2.895784 -1.070449 0.420627 -2.27 0.56 0.67 0.189
H -1.499901 -1.915936 0.472341 1.31 -1.45 0.66 0.189
H -1.597897 1.879578 -0.786420 -0.23 -0.69 0.63 0.471
```
Positions in Å, forces in eV/Å.